[1]
Below is 2 unconnected molecules or ions with the total composition C4H7N2P, with properties calculated with ωB97M-V/def2-TZVPD.

Each atom is followed by the atoms it is bonded to, with distances in Å.
CARTESIAN COORDINATES (ANGSTROEM)
1 C -0.600 2.437 1.782  N5 1.197, H8 1.157
2 C 1.832 -1.062 -0.594  C3 1.448, P7 1.550
3 C 2.019 -0.811 -2.007  C2 1.448, H9 1.092, H10 1.072, H11 1.122
4 C -2.174 -0.434 0.738  N6 1.358, H12 1.097, H13 1.068, H14 1.061
5 N -0.758 1.456 1.115  C1 1.197, N6 1.218
6 N -1.175 0.465 0.543  C4 1.358, N5 1.218
7 P 1.697 -1.252 0.939  C2 1.550
8 H 0.033 3.336 2.144  C1 1.157
9 H 1.174 -1.008 -2.670  C3 1.092
10 H 2.843 -1.445 -2.272  C3 1.072
11 H 2.236 0.282 -2.138  C3 1.122
12 H -2.674 -0.176 1.679  C4 1.097
13 H -2.797 -0.437 -0.129  C4 1.068
14 H -1.655 -1.351 0.869  C4 1.061

E_HOMO, eV: -7.831
F_max, Eh/bohr: 0.1175
Gap between HOMO and LUMO, eV: 8.83
Relative energy (zero: lowest compared OMol25 entry of this formula, charge and spin), kJ/mol: 532.5
E, eV: -16524.2909
Charge: 0

List of natural (NBO) charges in e, atom by atom:
1 C -0.13
2 C -0.48
3 C -0.73
4 C -0.41
5 N 0.03
6 N -0.34
7 P 0.48
8 H 0.26
9 H 0.24
10 H 0.24
11 H 0.24
12 H 0.18
13 H 0.20
14 H 0.21

[2]
Below is 2 unconnected molecules or ions with the total composition C4H7N2P, with properties calculated with ωB97M-V/def2-TZVPD.

Each atom is followed by the atoms it is bonded to, with distances in Å.
CARTESIAN COORDINATES (ANGSTROEM)
1 C 2.575 0.422 0.200  N5 1.313, P7 1.756, H8 1.077
2 C 0.438 -0.484 -0.128  N6 1.325, P7 1.721
3 C -1.753 -2.268 -0.030  H9 1.067, H10 1.068, H11 1.068
4 C -0.683 1.715 -0.100  N6 1.438, H12 1.091, H13 1.089, H14 1.092
5 N 1.660 1.362 0.139  C1 1.313, N6 1.326
6 N 0.454 0.837 -0.032  C2 1.325, C4 1.438, N5 1.326
7 P 1.984 -1.223 0.031  C1 1.756, C2 1.721
8 H 3.601 0.718 0.343  C1 1.077
9 H -2.149 -1.998 -0.983  C3 1.067
10 H -2.148 -1.819 0.855  C3 1.068
11 H -1.081 -3.093 0.056  C3 1.068
12 H -1.453 1.389 0.601  C4 1.091
13 H -0.342 2.717 0.157  C4 1.089
14 H -1.102 1.725 -1.109  C4 1.092

E_HOMO (spin up / spin down), eV: -8.781 / -8.674
F_max, Eh/bohr: 0.0264
Gap between HOMO and LUMO (spin up / spin down), eV: 8.66 / 7.72
Relative energy (zero: lowest compared OMol25 entry of this formula, charge and spin), kJ/mol: 435.5
E, eV: -16525.2961
Charge: 0

List of natural (NBO) charges in e, atom by atom:
1 C -0.36
2 C -0.09
3 C -0.43
4 C -0.40
5 N -0.26
6 N -0.28
7 P 0.41
8 H 0.22
9 H 0.18
10 H 0.18
11 H 0.18
12 H 0.21
13 H 0.24
14 H 0.21

[3]
Below is a single C4H7N3 molecule, with properties calculated with ωB97M-V/def2-TZVPD.

Each atom is followed by the atoms it is bonded to, with distances in Å.
CARTESIAN COORDINATES (ANGSTROEM)
1 N -3.226 -0.761 0.124  C2 1.159
2 C -2.077 -0.783 -0.032  N1 1.159, C3 1.393
3 C -0.703 -0.552 -0.031  C2 1.393, N4 1.628, C6 1.521, C7 1.475
4 N -0.311 1.020 -0.190  C3 1.628, N5 1.399, H8 0.988
5 N -0.947 2.057 0.501  N4 1.399, H9 0.992, H10 1.043
6 C 0.494 -1.391 -0.454  C3 1.521, C7 1.467, H11 1.096, H12 1.019
7 C 0.187 -1.178 0.965  C3 1.475, C6 1.467, H13 1.173, H14 1.063
8 H -0.484 1.097 -1.160  N4 0.988
9 H -1.910 2.117 0.271  N5 0.992
10 H -0.908 1.907 1.533  N5 1.043
11 H 1.264 -0.769 -0.923  C6 1.096
12 H 0.389 -2.247 -0.997  C6 1.019
13 H -0.100 -1.935 1.814  C7 1.173
14 H 0.739 -0.352 1.345  C7 1.063

E_HOMO, eV: -9.206
F_max, Eh/bohr: 0.0611
Gap between HOMO and LUMO, eV: 10.16
Relative energy (zero: lowest compared OMol25 entry of this formula, charge and spin), kJ/mol: 310.7
SMILES: N#CC1(NN)CC1
E, eV: -8728.4596
Charge: 0

List of natural (NBO) charges in e, atom by atom:
1 N -0.32
2 C 0.26
3 C -0.08
4 N -0.43
5 N -0.63
6 C -0.38
7 C -0.40
8 H 0.35
9 H 0.34
10 H 0.35
11 H 0.24
12 H 0.23
13 H 0.24
14 H 0.23

[4]
Below is a single C4H7N3 molecule, with properties calculated with ωB97M-V/def2-TZVPD.

Each atom is followed by the atoms it is bonded to, with distances in Å.
CARTESIAN COORDINATES (ANGSTROEM)
1 C 1.373 0.122 -0.260  C2 1.358, C4 1.460, H8 1.077
2 C 0.387 -0.389 -1.041  C1 1.358, N6 1.337, H9 1.090
3 C -0.211 1.019 1.384  C4 1.570, N5 1.219, H10 1.087
4 C 1.153 0.271 1.175  C1 1.460, C3 1.570, H11 1.089, H12 1.088
5 N -1.250 0.777 0.794  C3 1.219
6 N -0.724 -0.885 -0.487  C2 1.337, N7 1.326
7 N -1.742 -1.136 -1.299  N6 1.326, H13 1.020, H14 1.009
8 H 2.221 0.604 -0.718  C1 1.077
9 H 0.459 -0.364 -2.128  C2 1.090
10 H -0.133 1.785 2.152  C3 1.087
11 H 0.976 -0.683 1.671  C4 1.089
12 H 1.958 0.803 1.678  C4 1.088
13 H -1.880 -0.531 -2.108  N7 1.020
14 H -2.588 -1.391 -0.811  N7 1.009

E_HOMO (spin up / spin down), eV: -8.041 / -7.533
F_max, Eh/bohr: 0.0310
Gap between HOMO and LUMO (spin up / spin down), eV: 8.25 / 7.97
Relative energy (zero: lowest compared OMol25 entry of this formula, charge and spin), kJ/mol: 362.2
E, eV: -8727.9254
Charge: 0

List of natural (NBO) charges in e, atom by atom:
1 C -0.19
2 C -0.08
3 C 0.01
4 C -0.50
5 N -0.30
6 N -0.15
7 N -0.58
8 H 0.21
9 H 0.18
10 H 0.20
11 H 0.25
12 H 0.22
13 H 0.35
14 H 0.38

[5]
Below is a single C4H7N3 molecule, with properties calculated with ωB97M-V/def2-TZVPD.

Each atom is followed by the atoms it is bonded to, with distances in Å.
CARTESIAN COORDINATES (ANGSTROEM)
1 H 3.048 -0.208 -0.108  N2 1.017
2 N 2.453 -0.620 0.605  H1 1.017, C3 1.274
3 C 1.256 -0.292 0.313  N2 1.274, C4 1.470, N6 1.359
4 C 1.117 0.484 -0.927  C3 1.470, N5 1.162
5 N 1.322 1.029 -1.932  C4 1.162
6 N 0.162 -0.617 1.051  C3 1.359, C7 1.458, H9 1.018
7 C -1.167 -0.523 0.458  N6 1.458, C8 1.535, H10 1.099, H11 1.096
8 C -1.288 0.746 -0.396  C7 1.535, H12 1.098, H13 1.094, H14 1.084
9 H 0.339 -1.332 1.754  N6 1.018
10 H -1.388 -1.423 -0.132  C7 1.099
11 H -1.887 -0.501 1.284  C7 1.096
12 H -0.532 0.900 -1.178  C8 1.098
13 H -1.267 1.640 0.235  C8 1.094
14 H -2.169 0.715 -1.027  C8 1.084

E_HOMO, eV: -9.631
F_max, Eh/bohr: 0.0412
Gap between HOMO and LUMO, eV: 10.36
Relative energy (zero: lowest compared OMol25 entry of this formula, charge and spin), kJ/mol: 142.3
SMILES: [H]/N=C(\C#N)NCC
E, eV: -8730.2050
Charge: 0

List of natural (NBO) charges in e, atom by atom:
1 H 0.35
2 N -0.63
3 C 0.33
4 C 0.19
5 N -0.30
6 N -0.59
7 C -0.21
8 C -0.65
9 H 0.41
10 H 0.18
11 H 0.21
12 H 0.25
13 H 0.22
14 H 0.23

[6]
Below is a single C4H7N3 molecule, with properties calculated with ωB97M-V/def2-TZVPD.

Each atom is followed by the atoms it is bonded to, with distances in Å.
CARTESIAN COORDINATES (ANGSTROEM)
1 H -1.207 1.610 0.983  N2 0.999
2 N -0.779 1.335 0.123  H1 0.999, C3 1.294
3 C -1.447 0.303 -0.281  N2 1.294, C4 1.423, C6 1.533
4 C -2.712 -0.191 0.145  C3 1.423, N5 1.149
5 N -3.803 -0.495 0.337  C4 1.149
6 C -0.483 -0.696 -0.932  C3 1.533, N7 1.420, H9 1.127, H10 1.182
7 N 0.356 -1.231 0.082  C6 1.420, C8 1.480, H11 1.044
8 C 1.286 -0.275 0.723  N7 1.480, H12 1.065, H13 1.038, H14 1.214
9 H -1.007 -1.506 -1.513  C6 1.127
10 H 0.147 -0.305 -1.852  C6 1.182
11 H -0.258 -1.568 0.856  N7 1.044
12 H 2.092 0.068 0.117  C8 1.065
13 H 1.599 -0.862 1.519  C8 1.038
14 H 0.715 0.728 1.100  C8 1.214

E_HOMO, eV: -9.428
F_max, Eh/bohr: 0.0893
Gap between HOMO and LUMO, eV: 9.15
Relative energy (zero: lowest compared OMol25 entry of this formula, charge and spin), kJ/mol: 254.2
SMILES: [H]/N=C(\C#N)CNC
E, eV: -8729.0452
Charge: 0

List of natural (NBO) charges in e, atom by atom:
1 H 0.34
2 N -0.54
3 C 0.12
4 C 0.19
5 N -0.25
6 C -0.27
7 N -0.58
8 C -0.41
9 H 0.21
10 H 0.23
11 H 0.35
12 H 0.20
13 H 0.20
14 H 0.19

[7]
Below is a single C4H7N3 molecule, with properties calculated with ωB97M-V/def2-TZVPD.

Each atom is followed by the atoms it is bonded to, with distances in Å.
CARTESIAN COORDINATES (ANGSTROEM)
1 N -2.352 -0.469 0.341  C2 1.384, H8 1.011, H9 1.007
2 C -1.102 0.061 0.071  N1 1.384, C3 1.406, N7 1.330
3 C 0.137 -0.585 -0.082  C2 1.406, C4 1.403, H10 1.085
4 C 1.289 -0.036 0.500  C3 1.403, N5 1.336
5 N 2.411 -0.740 0.324  C4 1.336, H11 1.005, H12 1.017
6 C 0.395 1.425 -0.763  N7 1.399, H13 1.087
7 N -0.881 1.346 -0.195  C2 1.330, C6 1.399, H14 1.015
8 H -3.034 -0.439 -0.404  N1 1.011
9 H -2.303 -1.425 0.654  N1 1.007
10 H 0.151 -1.580 -0.515  C3 1.085
11 H 3.297 -0.427 0.681  N5 1.005
12 H 2.499 -1.512 -0.333  N5 1.017
13 H 0.966 2.259 -0.362  C6 1.087
14 H -1.473 2.123 0.083  N7 1.015

E_HOMO, eV: -7.045
F_max, Eh/bohr: 0.0326
Gap between HOMO and LUMO, eV: 8.05
Relative energy (zero: lowest compared OMol25 entry of this formula, charge and spin), kJ/mol: 505.8
E, eV: -8726.4367
Charge: 0

List of natural (NBO) charges in e, atom by atom:
1 N -0.82
2 C 0.35
3 C -0.36
4 C 0.10
5 N -0.79
6 C -0.18
7 N -0.54
8 H 0.38
9 H 0.38
10 H 0.18
11 H 0.38
12 H 0.35
13 H 0.14
14 H 0.41

[8]
Below is a single C4H7N3 molecule, with properties calculated with ωB97M-V/def2-TZVPD.

Each atom is followed by the atoms it is bonded to, with distances in Å.
CARTESIAN COORDINATES (ANGSTROEM)
1 C -1.911 0.450 -0.021  N2 1.302, N7 1.541, H8 1.239
2 N -1.881 -0.852 -0.018  C1 1.302, N3 1.455
3 N -0.523 -1.184 -0.422  N2 1.455, C4 1.492, H9 1.141
4 C 0.578 -0.803 0.510  N3 1.492, C5 1.637, C6 1.423, H10 1.082
5 C 1.687 -0.069 -0.445  C4 1.637, C6 1.649, H11 1.238, H12 1.183
6 C 0.429 0.607 0.379  C4 1.423, C5 1.649, N7 1.367, H13 1.139
7 N -0.563 1.068 -0.440  C1 1.541, C6 1.367, H14 0.955
8 H -2.780 1.182 0.474  C1 1.239
9 H -0.510 -2.320 -0.532  N3 1.141
10 H 0.706 -1.139 1.531  C4 1.082
11 H 2.810 0.246 -0.027  C5 1.238
12 H 1.634 -0.418 -1.574  C5 1.183
13 H 0.912 1.226 1.204  C6 1.139
14 H -0.588 2.005 -0.619  N7 0.955

E_HOMO, eV: -8.242
F_max, Eh/bohr: 0.1312
Gap between HOMO and LUMO, eV: 9.27
Relative energy (zero: lowest compared OMol25 entry of this formula, charge and spin), kJ/mol: 499.8
SMILES: C1=NN[C@H]2C[C@H]2N1
E, eV: -8726.4989
Charge: 0

List of natural (NBO) charges in e, atom by atom:
1 C 0.18
2 N -0.29
3 N -0.49
4 C -0.10
5 C -0.47
6 C -0.05
7 N -0.63
8 H 0.21
9 H 0.37
10 H 0.21
11 H 0.22
12 H 0.25
13 H 0.20
14 H 0.38